[1]
Molecular formula: C32H46BeBrN3P2S
Method: DFT, the ωB97M-V functional and the def2-TZVPD basis

Structure (ORCA input):
```
! RIJCOSX wB97M-V def2-TZVPD def2/J DEFGRID3
* xyz 2 1
N -7.019 5.301 -5.514
C -6.693 5.913 -4.376
C -5.956 5.270 -3.373
C -5.489 3.958 -3.604
C -5.827 3.341 -4.827
C -6.623 4.051 -5.740
C -4.655 3.282 -2.608
Be -0.283 -0.249 1.349
P 6.235 -1.233 0.232
C -3.534 2.571 -2.906
C -2.683 1.950 -1.908
C -1.520 1.231 -2.268
C -0.716 0.625 -1.285
C -1.098 0.649 0.060
C -2.179 1.434 0.430
C -2.990 2.056 -0.536
Br 1.839 -0.740 1.241
H -4.974 3.415 -1.568
H -3.211 2.456 -3.947
H -5.716 5.799 -2.455
H -5.501 2.331 -5.066
H -7.024 6.944 -4.239
H -6.932 3.579 -6.674
H -1.250 1.166 -3.325
H -3.853 2.635 -0.218
H 0.224 0.152 -1.577
H -2.425 1.606 1.478
P -0.527 -2.350 0.311
C 5.679 0.521 0.384
C 6.772 1.489 -0.077
H 5.429 0.685 1.440
H 4.760 0.630 -0.209
H 6.611 2.476 0.366
H 7.767 1.142 0.225
H 6.772 1.616 -1.164
C 5.404 -1.677 -1.355
C 6.097 -2.835 -2.076
H 5.426 -0.766 -1.969
H 4.359 -1.918 -1.118
H 5.825 -2.829 -3.136
H 7.189 -2.756 -2.010
H 5.800 -3.806 -1.667
C 5.105 -2.055 1.432
C 5.818 -2.394 2.736
H 4.715 -2.959 0.945
H 4.259 -1.375 1.606
H 5.268 -3.168 3.280
H 6.830 -2.766 2.537
H 5.893 -1.524 3.396
C -0.327 -3.786 1.459
C -1.467 -4.802 1.485
H -0.099 -3.388 2.460
H 0.598 -4.286 1.135
H -2.415 -4.374 1.838
H -1.623 -5.234 0.488
H -1.212 -5.630 2.159
C 0.670 -2.810 -1.020
C 0.180 -2.825 -2.462
H 1.068 -3.800 -0.753
H 1.501 -2.101 -0.894
H -0.324 -3.774 -2.678
H -0.496 -1.995 -2.700
H 1.047 -2.749 -3.132
C -2.177 -2.453 -0.489
C -3.299 -1.913 0.405
H -2.344 -3.504 -0.776
H -2.104 -1.867 -1.415
H -4.014 -1.318 -0.179
H -3.860 -2.728 0.879
H -2.920 -1.254 1.200
N -2.308 -1.560 3.553
C -1.717 -0.357 3.737
N -0.837 0.178 2.881
C -0.332 1.417 3.344
C 0.642 2.194 2.712
C 1.110 3.345 3.354
C 0.576 3.719 4.592
C -0.403 2.938 5.221
C -0.863 1.788 4.587
S -2.031 0.583 5.160
H -2.858 -1.901 4.332
H -1.848 -2.252 2.956
H 1.057 1.876 1.753
H 1.899 3.930 2.878
H 0.936 4.623 5.075
H -0.803 3.195 6.201
*
```

energy = -138243.9459 eV


[2]
Molecular formula: C5H14N2
Method: DFT, the ωB97M-V functional and the def2-TZVPD basis

Structure (ORCA input):
```
! RIJCOSX wB97M-V def2-TZVPD def2/J DEFGRID3
* xyz 0 1
C 2.010 2.335 -0.791
C 1.384 1.042 -1.460
N 0.426 0.346 -0.517
C -0.858 -0.344 -0.809
C -1.126 -1.621 -0.033
N -0.515 -1.470 1.302
C -1.176 -0.419 2.182
H 2.585 2.972 -1.465
H 2.298 2.043 0.227
H 0.997 2.854 -0.586
H 2.189 0.403 -1.717
H 0.849 1.399 -2.352
H 1.012 -0.445 -0.189
H -0.880 -0.530 -1.851
H -1.673 0.343 -0.577
H -2.203 -1.876 -0.024
H -0.790 -2.528 -0.609
H -0.768 -2.413 1.717
H -0.972 0.655 1.872
H -2.279 -0.455 2.261
H -1.144 -0.512 3.268
*
```

structure (SMILES) = CCNCCNC
relative energy (zero: lowest compared OMol25 entry of this formula, charge and spin) = 2.712 eV


[3]
Molecular formula: C19H25N5O4PdS2
Method: DFT, the ωB97M-V functional and the def2-TZVPD basis

Structure (ORCA input):
```
! RIJCOSX wB97M-V def2-TZVPD def2/J DEFGRID3
* xyz 1 2
Pd -0.164 -0.061 0.175
O 1.755 -0.795 -0.708
N 1.604 -1.947 -1.349
C 2.565 -2.271 -2.259
C 2.770 -3.554 -2.654
C 1.987 -4.584 -2.118
C 1.029 -4.259 -1.184
C 0.819 -2.944 -0.794
S -0.366 -2.485 0.361
H 3.163 -1.428 -2.571
H 3.540 -3.771 -3.380
H 2.132 -5.606 -2.435
H 0.391 -5.019 -0.753
N -3.507 -0.256 -1.321
C -3.449 0.080 -0.027
N -2.353 0.139 0.681
C -2.609 0.495 2.003
C -1.657 0.598 3.012
C -2.068 0.946 4.287
C -3.413 1.183 4.561
C -4.371 1.080 3.568
C -3.956 0.735 2.292
S -4.911 0.490 0.849
H -2.698 -0.652 -1.774
H -4.401 -0.360 -1.766
H -0.620 0.374 2.785
H -1.336 1.023 5.079
H -3.715 1.431 5.570
H -5.416 1.254 3.787
C 1.773 1.089 4.528
N 1.995 0.900 3.101
C 2.292 -0.470 2.718
C 1.578 1.796 2.167
O 1.225 1.478 1.001
N 1.535 3.104 2.527
C 0.941 4.051 1.592
C 2.479 3.704 3.460
H 1.255 0.208 4.916
H 1.155 1.964 4.712
H 2.715 1.189 5.070
H 3.143 -0.819 3.306
H 2.555 -0.518 1.669
H 1.443 -1.133 2.910
H 0.178 3.559 0.999
H 1.696 4.461 0.916
H 0.494 4.866 2.160
H 3.162 2.961 3.858
H 1.951 4.193 4.281
H 3.066 4.460 2.936
C -0.649 2.411 -3.360
O -0.332 1.919 -2.030
C -0.448 0.651 -1.842
O -0.794 -0.200 -2.596
H -0.781 3.481 -3.254
H -1.555 1.932 -3.722
H 0.179 2.184 -4.027
*
```

relative energy (zero: lowest compared OMol25 entry of this formula, charge and spin) = 1.183 eV


[4]
Molecular formula: C7H13O
Method: DFT, the ωB97M-V functional and the def2-TZVPD basis

Structure (ORCA input):
```
! RIJCOSX wB97M-V def2-TZVPD def2/J DEFGRID3
* xyz -1 1
C -0.606 0.245 4.035
C 0.003 -0.118 2.921
C -0.282 0.391 1.541
C 0.628 1.182 0.601
C 0.932 0.267 -0.708
C -0.343 -0.046 -1.502
C -0.029 -1.103 -2.743
O -0.194 -0.618 -3.927
H -0.386 -0.260 4.992
H -1.417 0.952 4.054
H 0.779 -0.867 2.829
H -1.239 1.007 1.516
H -0.627 -0.515 1.031
H 1.570 1.451 1.107
H 0.154 2.036 0.155
H 1.751 0.723 -1.244
H 1.169 -0.677 -0.254
H -0.756 0.810 -2.039
H -1.076 -0.594 -0.909
H 1.034 -1.571 -2.406
H -0.656 -1.963 -2.404
*
```

structure (SMILES) = C=CCCCCC[O-]
relative energy (zero: lowest compared OMol25 entry of this formula, charge and spin) = 1.406 eV


[5]
Molecular formula: C29H81NO19
Method: DFT, the ωB97M-V functional and the def2-TZVPD basis

Structure (ORCA input):
```
! RIJCOSX wB97M-V def2-TZVPD def2/J DEFGRID3
* xyz 0 1
C -2.760 3.632 -4.769
C -1.426 2.970 -5.116
O -0.472 3.901 -5.631
O -3.361 4.114 -5.945
H -2.480 4.424 -4.065
H -3.333 2.858 -4.250
H -1.587 2.085 -5.736
H -1.008 2.652 -4.154
H -0.323 3.626 -6.541
H -4.224 4.497 -5.780
C 3.706 -4.668 0.033
C 3.030 -3.497 0.770
O 3.805 -3.026 1.864
O 2.900 -4.983 -1.071
H 3.992 -5.394 0.794
H 4.598 -4.181 -0.367
H 2.119 -3.887 1.247
H 2.798 -2.676 0.089
H 3.606 -2.089 1.987
H 2.040 -5.288 -0.727
C -0.298 -4.190 -0.919
C -1.591 -3.759 -0.276
O -1.449 -3.320 1.070
O 0.195 -5.356 -0.208
H 0.515 -3.461 -0.842
H -0.431 -4.283 -1.997
H -2.351 -4.546 -0.308
H -1.923 -2.895 -0.870
H -2.267 -2.823 1.212
H -0.021 -5.136 0.707
C 4.289 0.137 1.413
C 3.781 1.083 0.353
O 3.506 2.391 0.889
O 3.175 -0.301 2.194
H 5.098 0.602 1.985
H 4.821 -0.692 0.943
H 2.863 0.713 -0.121
H 4.435 1.223 -0.520
H 3.291 2.867 0.075
H 3.026 0.414 2.823
C 3.888 1.735 -4.296
C 5.318 1.893 -4.769
O 6.122 1.428 -3.670
O 3.469 0.366 -4.383
H 3.115 2.297 -4.818
H 3.836 2.035 -3.243
H 5.579 2.933 -4.980
H 5.460 1.320 -5.688
H 7.031 1.307 -3.971
H 3.675 -0.065 -3.515
C 0.579 3.879 -2.299
C 1.835 3.092 -2.442
O 2.926 3.786 -1.823
O -0.495 3.020 -2.734
H 0.571 4.761 -2.947
H 0.321 4.244 -1.303
H 2.006 2.857 -3.498
H 1.825 2.078 -2.029
H 3.663 3.873 -2.431
H -1.288 3.540 -2.885
C 4.447 -2.237 -2.062
C 4.902 -2.637 -3.482
O 6.054 -1.913 -3.846
O 4.258 -0.804 -2.008
H 5.269 -2.457 -1.375
H 3.574 -2.837 -1.811
H 4.088 -2.299 -4.135
H 5.019 -3.711 -3.604
H 5.819 -1.022 -4.126
H 5.165 -0.465 -1.996
C -7.776 -1.021 6.619
O -6.474 -1.427 6.159
C -5.546 -0.371 6.028
C -5.934 0.615 4.955
N -5.735 0.087 3.601
C -4.401 0.390 3.086
C -4.099 -0.372 1.787
O -3.600 -1.708 1.941
C -4.427 -2.627 2.635
H -7.615 -0.190 7.305
H -8.335 -1.831 7.079
H -8.320 -0.769 5.706
H -4.535 -0.771 5.948
H -5.514 0.204 6.971
H -5.429 1.580 5.028
H -7.001 0.846 5.022
H -5.931 -0.900 3.559
H -3.540 0.292 3.758
H -4.446 1.415 2.700
H -3.261 0.084 1.250
H -4.918 -0.240 1.072
H -4.596 -2.410 3.689
H -3.873 -3.570 2.640
H -5.361 -2.869 2.122
C 0.412 0.367 4.512
C 0.411 -1.066 3.947
C -0.049 -2.242 4.814
O -0.443 -1.102 2.779
H -0.489 0.622 5.074
H 0.329 0.979 3.611
H 1.338 0.590 5.037
H 1.382 -1.274 3.488
H -0.995 -2.067 5.329
H 0.700 -2.354 5.612
H -0.014 -3.196 4.294
H -1.333 -1.313 3.086
C -1.417 3.514 -0.847
C -2.428 2.437 -0.450
C -3.806 3.021 -0.106
O -2.650 1.597 -1.577
H -1.670 4.076 -1.745
H -0.427 3.064 -0.826
H -1.444 4.308 -0.089
H -2.077 1.966 0.475
H -4.406 2.242 0.371
H -4.327 3.427 -0.968
H -3.660 3.742 0.703
H -1.839 1.113 -1.780
C 1.687 -0.264 0.211
C 0.613 0.219 -0.715
C 0.816 0.085 -2.208
O -0.608 -0.411 -0.362
H 1.710 -1.352 0.326
H 1.610 0.135 1.225
H 2.705 -0.028 -0.117
H 0.620 1.324 -0.658
H -0.045 0.302 -2.837
H 1.067 -0.959 -2.452
H 1.716 0.628 -2.492
H -0.633 -0.299 0.602
*
```

relative energy (zero: lowest compared OMol25 entry of this formula, charge and spin) = 3.673 eV


[6]
Molecular formula: C27H72O27S9
Method: DFT, the ωB97M-V functional and the def2-TZVPD basis

Structure (ORCA input):
```
! RIJCOSX wB97M-V def2-TZVPD def2/J DEFGRID3
* xyz 0 1
C 0.970 0.315 1.018
C -0.419 -0.221 0.808
O -0.815 -0.879 2.018
S -2.150 -1.732 1.982
C -1.425 -3.213 1.349
O -2.572 -1.918 3.323
O -3.036 -1.183 1.007
H 1.742 -0.432 1.194
H 0.888 1.035 1.839
H 1.350 0.928 0.196
H -1.124 0.572 0.552
H -0.460 -0.881 -0.067
H -0.573 -3.496 1.957
H -1.266 -3.053 0.287
H -2.163 -4.015 1.428
C 5.966 2.153 -1.938
C 6.279 1.690 -0.532
O 5.308 0.716 -0.119
S 5.432 0.143 1.372
C 7.046 -0.594 1.279
O 5.410 1.286 2.227
O 4.469 -0.885 1.474
H 5.260 2.981 -1.983
H 5.673 1.357 -2.619
H 6.881 2.609 -2.336
H 7.269 1.233 -0.524
H 6.348 2.579 0.101
H 7.149 -1.145 2.209
H 7.803 0.160 1.112
H 6.971 -1.235 0.399
C -0.278 -7.325 1.461
C -0.239 -7.509 -0.043
O -1.110 -6.519 -0.663
S -0.486 -5.461 -1.676
C -0.677 -6.401 -3.140
O -1.403 -4.368 -1.677
O 0.878 -5.192 -1.367
H 0.023 -6.311 1.724
H 0.380 -8.062 1.916
H -1.304 -7.439 1.810
H 0.771 -7.490 -0.445
H -0.725 -8.451 -0.300
H -1.721 -6.666 -3.252
H 0.004 -7.251 -3.121
H -0.342 -5.788 -3.978
C 7.275 6.012 2.277
C 6.739 4.916 3.185
O 5.638 4.202 2.593
S 4.219 4.930 2.527
C 3.248 3.479 2.364
O 3.903 5.483 3.803
O 4.240 5.744 1.357
H 7.785 5.571 1.416
H 8.067 6.594 2.751
H 6.464 6.643 1.923
H 7.509 4.149 3.267
H 6.482 5.285 4.177
H 3.349 2.997 3.333
H 3.535 2.829 1.546
H 2.202 3.768 2.263
C 2.423 -0.865 -2.401
C 3.547 -1.800 -2.039
O 4.625 -1.546 -2.977
S 5.867 -2.532 -2.870
C 5.160 -3.948 -3.725
O 6.968 -2.001 -3.576
O 6.001 -2.910 -1.497
H 2.704 0.187 -2.294
H 1.596 -1.037 -1.710
H 2.073 -0.910 -3.433
H 3.873 -1.530 -1.036
H 3.236 -2.845 -1.994
H 5.882 -4.346 -4.428
H 4.232 -3.664 -4.214
H 4.881 -4.628 -2.923
C 2.563 2.916 -1.440
C 2.373 4.406 -1.268
O 1.571 4.644 -0.099
S 0.347 5.641 -0.261
C 1.169 7.163 -0.698
O -0.469 5.178 -1.330
O -0.182 5.787 1.047
H 3.162 2.456 -0.656
H 2.935 2.730 -2.451
H 1.606 2.384 -1.482
H 3.349 4.880 -1.141
H 1.919 4.843 -2.157
H 1.433 7.084 -1.746
H 1.996 7.295 -0.005
H 0.412 7.912 -0.469
C -3.981 2.309 1.320
C -3.613 3.163 2.514
O -3.270 4.499 2.044
S -3.682 5.731 2.929
C -2.215 5.903 3.903
O -3.762 6.834 2.049
O -4.804 5.361 3.717
H -4.074 1.297 1.713
H -3.215 2.367 0.547
H -4.904 2.686 0.881
H -4.463 3.230 3.188
H -2.728 2.797 3.036
H -1.370 6.137 3.267
H -2.143 4.937 4.404
H -2.425 6.675 4.641
C -4.855 -0.617 -1.738
C -6.196 0.001 -1.447
O -6.841 0.532 -2.636
S -6.444 1.970 -3.143
C -7.558 2.962 -2.181
O -5.089 2.244 -2.788
O -6.882 2.001 -4.492
H -4.916 -1.525 -2.338
H -4.422 -0.880 -0.772
H -4.176 0.057 -2.255
H -6.928 -0.662 -0.993
H -6.063 0.822 -0.733
H -7.721 3.891 -2.721
H -7.146 3.180 -1.199
H -8.458 2.361 -2.088
C -8.869 -5.801 0.486
C -7.469 -6.104 0.962
O -6.540 -5.066 0.593
S -5.714 -5.198 -0.742
C -4.491 -6.383 -0.274
O -6.517 -5.745 -1.788
O -5.086 -3.937 -0.885
H -8.889 -5.847 -0.601
H -9.205 -4.827 0.837
H -9.556 -6.537 0.908
H -7.432 -6.210 2.046
H -7.107 -7.055 0.562
H -4.982 -7.264 0.127
H -3.875 -5.877 0.469
H -3.814 -6.599 -1.095
*
```

structure (SMILES) = CCOS(C)(=O)=O.CCOS(C)(=O)=O.CCOS(C)(=O)=O.CCOS(C)(=O)=O.CCOS(C)(=O)=O.CCOS(C)(=O)=O.CCOS(C)(=O)=O.CCOS(C)(=O)=O.CCOS(C)(=O)=O
relative energy (zero: lowest compared OMol25 entry of this formula, charge and spin) = 0.862 eV